1.
Molecular formula: C5H7N3
Method: DFT, the ωB97M-V functional and the def2-TZVPD basis

Element x y z (Å)
C: 0.44002 0.30572 -2.20700
C: -0.48566 0.78918 0.43096
C: 1.01396 -1.06608 0.49065
C: 0.42944 -1.61177 -0.90954
C: -1.34353 1.89864 0.26111
N: 0.83500 1.14141 -2.88109
N: 0.25177 0.02554 0.96796
N: -0.29381 -0.53429 -1.55776
H: 0.85045 -1.63122 1.37314
H: 2.10211 -0.84972 0.43403
H: 1.30005 -1.98801 -1.49842
H: -0.43258 -2.36962 -0.89246
H: -2.08547 2.01870 1.14747
H: -1.85295 1.86075 -0.70321
H: -0.68085 2.83564 0.29732

Kohn-Sham gap	7.8	eV
molar mass	109.13	g mol⁻¹
energy above the lowest of the compared OMol25 structures with the same formula, charge and spin	438.5	kJ/mol
E_LUMO	-0.004	hartree
electronic energy	-9764.843	eV
HOMO level	-7.942	eV

Löwdin population analysis, charges in e, atoms 1 to 6: -0.533 -0.058 -0.146 -0.204 -0.026 0.080

=====

2.
Molecular formula: C63H59F6N4O4P3S4SiTa
Method: DFT, the ωB97M-V functional and the def2-TZVPD basis

Element x y z (Å)
Ta: -0.21427 0.31935 -0.29319
S: -1.44746 2.22382 -1.85338
P: -0.52087 1.22194 -3.32576
C: 0.42128 0.16874 -2.31470
P: 1.16011 -1.35070 -2.71245
S: 0.56862 -2.31862 -1.03727
C: 0.72690 -2.28171 -4.20374
C: 1.47979 -2.12604 -5.36634
C: 1.13891 -2.83396 -6.50681
C: 0.05865 -3.70612 -6.48815
C: -0.67502 -3.87862 -5.32334
C: -0.34505 -3.16859 -4.18102
C: 2.96925 -1.27172 -2.73350
C: 3.67275 -2.45243 -2.49774
C: 5.05523 -2.42332 -2.44171
C: 5.73323 -1.22276 -2.62026
C: 5.03131 -0.05160 -2.86625
C: 3.64438 -0.07097 -2.92083
C: 0.37150 2.23953 -4.52007
C: 1.26848 1.58352 -5.36080
C: 1.98178 2.30088 -6.30496
C: 1.79496 3.67439 -6.40702
C: 0.89184 4.32257 -5.57803
C: 0.17306 3.60837 -4.62964
C: -1.74088 0.31793 -4.32538
C: -2.41947 -0.73800 -3.72586
C: -3.40349 -1.41856 -4.41919
C: -3.71592 -1.04412 -5.71982
C: -3.04868 0.01447 -6.31641
C: -2.06122 0.70016 -5.62323
H: 2.34861 -1.47816 -5.37428
H: 1.72627 -2.71562 -7.40784
H: -0.19521 -4.26314 -7.38028
H: -1.50350 -4.57487 -5.29822
H: -0.89309 -3.32159 -3.25894
H: 3.13239 -3.38088 -2.33790
H: 5.60309 -3.33578 -2.24869
H: 6.81367 -1.20024 -2.56267
H: 5.56251 0.88076 -3.00748
H: 3.08852 0.84349 -3.09733
H: 1.39059 0.51071 -5.26976
H: 2.67711 1.79428 -6.96167
H: 2.35809 4.23737 -7.13966
H: 0.74383 5.39089 -5.66624
H: -0.52874 4.10981 -3.97631
H: -2.16287 -1.00463 -2.70785
H: -3.93268 -2.24002 -3.95096
H: -4.48701 -1.57350 -6.26412
H: -3.30317 0.31979 -7.32292
H: -1.54563 1.53098 -6.08806
N: -1.39178 1.27303 1.20626
P: -1.15900 -1.70522 1.44192
C: -2.37163 -2.91682 0.76619
C: -2.90906 -3.87348 1.63024
C: -3.78856 -4.82969 1.15314
C: -4.12867 -4.85667 -0.19387
C: -3.58643 -3.92061 -1.05867
C: -2.71715 -2.95138 -0.57702
C: -2.05711 -1.10121 2.91517
C: -3.44101 -0.93078 2.85526
C: -4.14179 -0.49005 3.96580
C: -3.46879 -0.19034 5.14150
C: -2.09167 -0.34094 5.20454
C: -1.38981 -0.79417 4.09848
C: -2.66578 1.15925 0.81113
C: -3.73862 1.96970 1.22566
C: -4.96043 1.77713 0.63809
C: -5.11623 0.76095 -0.31767
C: -4.02796 -0.00433 -0.65142
N: -2.81768 0.17674 -0.10302
H: -1.20615 2.07811 1.78646
H: -2.64980 -3.86881 2.68180
H: -4.20951 -5.56179 1.82976
H: -4.81672 -5.60590 -0.56267
H: -3.83721 -3.95187 -2.11206
H: -2.29617 -2.21291 -1.24291
H: -3.97525 -1.14794 1.93973
H: -5.21827 -0.38804 3.91778
H: -4.01834 0.15747 6.00619
H: -1.56310 -0.11235 6.12080
H: -0.31580 -0.91960 4.17263
H: -3.56140 2.74872 1.95585
H: -5.79636 2.41373 0.89621
H: -6.06868 0.59210 -0.79807
H: -4.11470 -0.80019 -1.38091
C: 0.04077 -2.91486 2.16582
Si: 1.93948 -2.91031 1.97325
C: 2.81692 -1.42539 1.16277
N: 2.24103 -0.06774 1.12790
C: 1.83829 0.40438 2.47086
C: 3.01403 0.59710 3.42942
C: 4.00140 1.59612 2.83253
C: 4.47955 1.08540 1.47483
C: 3.28048 0.83277 0.55735
C: 2.41051 -3.37414 3.74925
C: 2.58375 -4.73394 4.03086
C: 2.72622 -5.18486 5.33475
C: 2.71186 -4.28331 6.38882
C: 2.55659 -2.92927 6.13111
C: 2.40100 -2.48553 4.82671
C: 2.57633 -4.33862 0.90523
C: 1.74124 -5.28092 0.30344
C: 2.25551 -6.30398 -0.47941
C: 3.62537 -6.41209 -0.67064
C: 4.47500 -5.49524 -0.06750
C: 3.95293 -4.47149 0.70903
H: -0.16402 -2.94224 3.23588
H: -0.26242 -3.88573 1.77113
H: 2.98339 -1.73455 0.12965
H: 3.80904 -1.38249 1.62947
H: 1.11701 -0.31312 2.87239
H: 1.33967 1.36749 2.35123
H: 3.51655 -0.35620 3.61321
H: 2.63250 0.96179 4.38555
H: 4.84602 1.74463 3.50624
H: 3.50441 2.56014 2.69596
H: 5.09578 0.19068 1.59703
H: 5.10166 1.84119 0.99164
H: 3.60146 0.40550 -0.39249
H: 2.83523 1.79565 0.37121
H: 2.60659 -5.44894 3.21712
H: 2.84637 -6.24312 5.52848
H: 2.82528 -4.63659 7.40545
H: 2.55264 -2.21903 6.94836
H: 2.26722 -1.42255 4.65022
H: 0.66695 -5.20923 0.43251
H: 1.58432 -7.01939 -0.93851
H: 4.02688 -7.21361 -1.27727
H: 5.54672 -5.58181 -0.19892
H: 4.63421 -3.76898 1.17994
F: 1.97299 2.97129 -1.95985
C: 1.83127 4.07314 -1.19791
F: 1.24460 4.98687 -1.93556
F: 3.04180 4.47548 -0.85057
S: 0.90114 3.55637 0.37958
O: 0.81741 2.08876 0.14668
O: 1.77670 3.84603 1.46308
N: -0.54275 4.11415 0.44512
S: -0.58484 5.71985 0.68529
O: -1.17593 6.08016 1.92496
O: 0.66667 6.28618 0.27494
C: -1.83661 6.18289 -0.60786
F: -1.94268 7.50168 -0.67485
F: -1.46625 5.71958 -1.80367
F: -3.01841 5.65732 -0.28652

charge	+1
Kohn-Sham gap	7.4	eV
molar mass	1480.40	g mol⁻¹
energy above the lowest of the compared OMol25 structures with the same formula, charge and spin	37.8	kJ/mol
E_LUMO	-0.108	hartree
electronic energy	-177379.283	eV
HOMO level	-10.364	eV

Löwdin population analysis, charges in e, atoms 1 to 6: 1.550 0.499 0.523 -0.741 0.557 0.453

=====

3.
Molecular formula: C5H14NO
Method: DFT, the ωB97M-V functional and the def2-TZVPD basis

Element x y z (Å)
C: 0.42737 0.83586 0.16935
C: 1.37992 -0.15756 0.71678
C: 1.03000 -1.59320 0.43340
C: -0.61575 -2.49117 2.07039
C: -0.34656 -2.03954 0.86828
N: 0.61993 1.41297 -1.17962
H: -0.64675 0.63952 0.37638
H: 0.50455 1.74508 0.79064
H: 1.44677 -0.06159 1.86502
H: 2.44150 0.15275 0.43405
H: 1.14518 -1.62692 -0.71250
H: 1.68763 -2.39221 0.77502
H: 0.06468 -2.80637 2.79877
H: -1.72931 -2.56891 2.44539
H: -1.31608 -1.85647 0.26164
H: 1.36102 1.99824 -1.41815
H: -0.13533 2.14264 -1.38928
H: 0.60732 0.58388 -1.92919
H: -2.48729 2.93008 -1.38004
H: -2.62074 2.07222 -2.59210
O: -1.98907 2.72886 -2.20219

charge	+1
Kohn-Sham gap	9.5	eV
molar mass	104.17	g mol⁻¹
energy above the lowest of the compared OMol25 structures with the same formula, charge and spin	262.2	kJ/mol
E_LUMO	-0.132	hartree
electronic energy	-8941.290	eV
HOMO level	-13.104	eV

Löwdin population analysis, charges in e, atoms 1 to 6: -0.208 -0.221 -0.231 -0.001 -0.220 0.170

=====

4.
Molecular formula: C50H55AsLuO7PS4
Method: DFT, the ωB97M-V functional and the def2-TZVPD basis

Element x y z (Å)
Lu: -0.05796 1.69898 0.76594
C: -2.65511 -0.32889 0.10688
O: -2.06821 0.13027 1.32684
C: -2.90898 0.25567 2.48892
C: -3.23698 1.71085 2.66386
O: -1.99556 2.23687 3.10681
C: -1.97984 3.64766 3.31375
C: -0.59614 4.02838 3.73753
O: 0.32907 3.42635 2.83610
C: 1.62040 4.04977 2.93758
H: -3.21175 0.46524 -0.41631
H: -1.85325 -0.74167 -0.51295
H: -3.30816 -1.18137 0.39469
H: -2.28299 -0.10090 3.32741
H: -3.75871 -0.40503 2.41040
H: -3.94936 1.90172 3.50405
H: -3.63070 2.16698 1.75424
H: -2.69921 3.88965 4.12292
H: -2.24816 4.24489 2.43866
H: -0.36783 3.70856 4.75640
H: -0.43833 5.14929 3.70823
H: 2.08293 3.88310 3.91182
H: 1.53520 5.11371 2.72700
H: 2.25867 3.59186 2.15935
S: -0.77388 5.16235 -2.95075
As: -0.56107 4.59122 -0.91945
S: -2.04175 2.95833 -0.48221
S: 1.36818 3.57923 -0.46765
S: -0.84041 6.18272 0.55348
C: 4.12465 -3.43581 -0.26499
C: 4.09235 -2.23045 0.66636
C: 5.34069 -2.02112 1.47311
O: 3.88512 -1.08362 -0.12783
C: 2.62756 -0.46891 0.10385
C: 2.04766 -1.18475 1.31979
O: 2.99188 -2.26358 1.50118
C: 1.85822 -0.33456 2.59026
O: 1.21249 0.81398 2.26011
C: 1.00181 -1.10587 3.68934
C: 0.94636 -2.49736 3.83182
C: 0.01670 -3.09381 4.70786
C: -0.80374 -2.29042 5.52310
C: -0.64399 -0.92740 5.42533
C: 0.23628 -0.33581 4.55974
C: 3.18135 0.01147 3.29669
C: 3.74622 -0.75201 4.32858
C: 4.95815 -0.39656 4.94371
C: 5.58988 0.79182 4.58973
C: 5.05013 1.55669 3.55797
C: 3.86689 1.18655 2.90610
C: 1.63418 -0.43644 -1.07484
O: 0.42286 0.04175 -0.50366
C: 1.32983 -1.81243 -1.73118
C: 0.31312 -2.64583 -1.26768
C: 0.05076 -3.86882 -1.88489
C: 0.80509 -4.32173 -2.97498
C: 1.78307 -3.44769 -3.45299
C: 2.01556 -2.20191 -2.88742
C: 2.00798 0.55357 -2.16495
C: 1.02188 0.93298 -3.04448
C: 1.25952 1.86010 -4.05390
C: 2.55203 2.27399 -4.29834
C: 3.58356 1.84374 -3.46146
C: 3.29713 1.00081 -2.38346
H: 4.83755 -3.30308 -1.07955
H: 3.08410 -3.51250 -0.62045
H: 4.35795 -4.34671 0.28205
H: 6.22581 -1.98540 0.86943
H: 5.49132 -2.86653 2.17301
H: 5.20348 -1.05072 1.98509
H: 2.81236 0.60084 0.26805
H: 1.08054 -1.60482 1.06461
H: 1.59093 -3.11845 3.27599
H: 0.02000 -4.18542 4.75309
H: -1.55436 -2.78552 6.15975
H: -1.24361 -0.23972 6.01482
H: 0.26236 0.72608 4.38403
H: 3.31153 -1.67928 4.67262
H: 5.35927 -1.01253 5.73787
H: 6.51447 1.07359 5.11794
H: 5.49632 2.54152 3.37700
H: 3.33465 1.86908 2.28759
H: -0.18427 -2.34310 -0.37905
H: -0.63094 -4.50654 -1.37784
H: 0.58220 -5.28621 -3.43048
H: 2.47816 -3.74892 -4.22236
H: 2.79712 -1.56891 -3.27289
H: 0.07066 0.50913 -2.86433
H: 0.46142 2.20411 -4.69723
H: 2.84524 2.94887 -5.15339
H: 4.60249 2.11267 -3.66007
H: 4.14686 0.62501 -1.83711
C: -2.53873 -1.37755 -5.75910
P: -2.46891 -0.45246 -4.13126
C: -3.57592 -1.57915 -3.09349
C: -3.03863 -2.82126 -2.68880
C: -3.74970 -3.67063 -1.83179
C: -4.99933 -3.28720 -1.40202
C: -5.54460 -2.07073 -1.77607
C: -4.83026 -1.19280 -2.57262
C: -3.62872 0.91903 -4.32658
C: -3.31715 2.11002 -3.67349
C: -4.26856 3.14750 -3.61769
C: -5.47147 3.00902 -4.23974
C: -5.75177 1.88986 -5.04251
C: -4.84444 0.82590 -5.07488
H: -3.57619 -1.69591 -6.00166
H: -1.87938 -2.27399 -5.74839
H: -2.13256 -0.74661 -6.53159
H: -2.04183 -3.01133 -3.02739
H: -3.31303 -4.62594 -1.54157
H: -5.54725 -3.88777 -0.68888
H: -6.49931 -1.78461 -1.42373
H: -5.19145 -0.18990 -2.78892
H: -2.40235 2.18672 -3.08197
H: -4.02453 4.08198 -3.14709
H: -6.20709 3.81945 -4.25936
H: -6.68300 1.91106 -5.64206
H: -4.96088 -0.02564 -5.71666

charge	-2
Kohn-Sham gap	5.5	eV
molar mass	1177.11	g mol⁻¹
energy above the lowest of the compared OMol25 structures with the same formula, charge and spin	0.0	kJ/mol
E_LUMO	0.144	hartree
electronic energy	-214170.856	eV
HOMO level	-1.549	eV

Löwdin population analysis, charges in e, atoms 1 to 6: 1.325 -0.115 -0.304 -0.157 -0.205 -0.191

=====

Repeat the first record exactly.
Molecular formula: C5H7N3
Method: DFT, the ωB97M-V functional and the def2-TZVPD basis

Element x y z (Å)
C: 0.44002 0.30572 -2.20700
C: -0.48566 0.78918 0.43096
C: 1.01396 -1.06608 0.49065
C: 0.42944 -1.61177 -0.90954
C: -1.34353 1.89864 0.26111
N: 0.83500 1.14141 -2.88109
N: 0.25177 0.02554 0.96796
N: -0.29381 -0.53429 -1.55776
H: 0.85045 -1.63122 1.37314
H: 2.10211 -0.84972 0.43403
H: 1.30005 -1.98801 -1.49842
H: -0.43258 -2.36962 -0.89246
H: -2.08547 2.01870 1.14747
H: -1.85295 1.86075 -0.70321
H: -0.68085 2.83564 0.29732

Kohn-Sham gap	7.8	eV
molar mass	109.13	g mol⁻¹
energy above the lowest of the compared OMol25 structures with the same formula, charge and spin	438.5	kJ/mol
E_LUMO	-0.004	hartree
electronic energy	-9764.843	eV
HOMO level	-7.942	eV

Löwdin population analysis, charges in e, atoms 1 to 6: -0.533 -0.058 -0.146 -0.204 -0.026 0.080

=====

- The highest molar mass belongs to which entry?
  C63H59F6N4O4P3S4SiTa

=====

- Which of these has the lowest HOMO level?
  C5H14NO